C18H26N2O2 | wB97M-V/def2-TZVPD

ΔE to the lowest compared entry with this formula, charge and spin = 56.13 kJ/mol
lowest unoccupied orbital energy = 0.6 eV
M = 302.42 Da
SMILES = CCCCCCC(=O)Nc1ccc(C(=O)N2CCCC2)cc1
highest occupied orbital energy = -8.5 eV

Cartesian coordinates (Å):
C (5.4120, -1.7693, -4.7451)
C (5.0297, -2.3297, -3.3798)
C (4.3684, -1.2954, -2.4681)
C (3.0447, -0.7287, -2.9852)
C (1.9580, -1.7734, -3.2494)
C (1.6343, -2.6358, -2.0228)
C (1.3500, -1.7888, -0.7936)
O (2.0842, -1.7568, 0.1671)
N (0.1863, -1.0823, -0.9034)
C (-0.3790, -0.1695, -0.0106)
C (0.2656, 0.2525, 1.1490)
C (-0.3480, 1.1691, 1.9805)
C (-1.6157, 1.6607, 1.6928)
C (-2.2528, 1.2458, 0.5287)
C (-1.6385, 0.3453, -0.3174)
H (-2.1358, 0.0362, -1.2270)
H (-3.2234, 1.6446, 0.2730)
C (-2.2307, 2.6812, 2.5962)
O (-1.6835, 3.7395, 2.8527)
N (-3.4423, 2.3661, 3.1007)
C (-4.0943, 1.0732, 3.0665)
C (-4.8867, 1.0400, 4.3722)
H (-5.7268, 0.3501, 4.3316)
C (-5.3170, 2.4978, 4.5274)
H (-5.5796, 2.7533, 5.5514)
C (-4.0952, 3.2704, 4.0367)
H (-4.3510, 4.2071, 3.5356)
H (-3.4027, 3.5074, 4.8516)
H (-6.1756, 2.7018, 3.8865)
H (-4.2333, 0.7520, 5.1964)
H (-3.3627, 0.2671, 2.9864)
H (-4.7762, 1.0120, 2.2085)
H (0.1586, 1.5117, 2.8699)
H (1.2414, -0.1356, 1.3871)
H (-0.3542, -1.2316, -1.7444)
H (2.4808, -3.2800, -1.7875)
H (0.7703, -3.2700, -2.2371)
H (1.0566, -1.2502, -3.5821)
H (2.2662, -2.4311, -4.0639)
H (3.2202, -0.1742, -3.9093)
H (2.6753, -0.0149, -2.2444)
H (4.2040, -1.7378, -1.4846)
H (5.0590, -0.4594, -2.3330)
H (5.9334, -2.6891, -2.8818)
H (4.3714, -3.1902, -3.5126)
H (5.9653, -2.5113, -5.3169)
H (6.0392, -0.8878, -4.6312)
H (4.5302, -1.4918, -5.3172)

Atoms 1-3, force components in eV/Å:
-0.1 -0.2 0.2
0.1 0.3 0.0
-0.1 -0.1 -0.1